1.
A single C15H13N3 molecule at a distorted geometry. Source: the Open Molecules 2025 dataset; level of theory: wB97M-V/def2-TZVPD.

Each line ends with the Mulliken charge.
CARTESIAN COORDINATES (ANGSTROEM)
C: 2.10861 -5.93141 2.32926  -0.0830
N: -0.73267 -0.40586 -0.45877  -0.2298
N: -0.25777 0.76601 -0.40204  -0.1396
N: 1.71901 -4.90154 1.94900  0.0461
C: -2.60066 2.41742 -2.77889  -0.6919
C: -2.38611 3.75213 -2.49660  -0.4501
C: -0.69634 -2.72429 0.12319  -0.4772
C: -1.86726 1.44184 -2.10590  -0.1068
C: -0.07344 -3.85188 0.73231  -0.4830
C: -1.54867 4.11013 -1.44795  -0.7609
C: 1.14581 -1.33293 0.86045  -0.5545
C: -0.06230 -1.45810 0.15943  -0.0062
C: -0.97352 1.75353 -1.08187  -0.0784
C: 1.16737 -3.73891 1.36121  0.0425
C: -0.85984 3.10178 -0.68918  1.1597
C: 1.75552 -2.45970 1.44427  0.8195
C: 0.03674 3.49932 0.42680  -1.2245
C: 3.12536 -2.25304 2.10849  -1.3537
H: -3.29095 2.11256 -3.57992  0.3287
H: -2.88542 4.45774 -3.10415  0.4175
H: -1.63744 -2.87392 -0.38034  0.4424
H: -2.05539 0.39617 -2.40621  0.3457
H: -0.57611 -4.84384 0.74116  0.3670
H: -1.48795 5.17430 -1.17464  0.2611
H: 1.69184 -0.41894 0.83965  0.4647
H: -0.34498 3.10417 1.36419  0.2887
H: 1.06129 3.10060 0.23319  0.2720
H: 0.05642 4.59367 0.53239  0.3845
H: 3.47149 -1.18437 2.08546  0.3361
H: 3.05946 -2.55492 3.14546  0.3329
H: 3.93790 -2.84774 1.67053  0.3304

relative energy (zero: lowest compared OMol25 entry of this formula, charge and spin)	0.124	eV
orbital gap	7.757	eV
multiplicity	1
LUMO energy	-0.036	Eh
HOMO energy	-8.75	eV

2.
A molecular structure, C39H45N2O3S3SiTb at a distorted geometry. Source: the Open Molecules 2025 dataset; level of theory: wB97M-V/def2-TZVPD.

Each line ends with the Mulliken charge.
CARTESIAN COORDINATES (ANGSTROEM)
Tb: -0.25558 0.62604 -0.19672  -0.3493
O: 1.86462 0.90395 0.21459  0.5586
S: 3.29185 1.40775 0.36144  0.0533
C: 4.26698 -0.12644 0.65805  -0.7876
C: 4.29907 -1.01641 -0.57494  -1.5633
C: 2.93738 -1.59397 -0.99320  0.9345
C: 2.19739 -2.31969 0.12456  -0.7425
S: 0.53807 -2.87610 -0.46448  0.1740
O: -0.19315 -1.56148 -0.70826  -0.1707
C: -0.00959 -3.43666 1.16235  0.7676
C: 0.16091 -4.76515 1.52116  -0.5049
C: -0.22818 -5.17524 2.78639  -0.7065
C: -0.79517 -4.26656 3.66791  -0.5926
C: -0.96624 -2.94238 3.29322  -0.9612
C: -0.56783 -2.51966 2.03587  -0.3107
C: 3.38377 1.94925 2.07395  0.8645
C: 4.46312 2.72350 2.46577  -0.6438
C: 4.57895 3.07988 3.79813  -0.6760
C: 3.61776 2.66653 4.70728  -0.5230
C: 2.52321 1.92142 4.29628  -0.9195
C: 2.40009 1.55579 2.96544  -0.0886
H: 3.85374 -0.62623 1.53130  0.4733
H: 5.27159 0.21081 0.90267  0.6324
H: 4.99551 -1.83427 -0.38460  0.4822
H: 4.68829 -0.43812 -1.41575  0.3945
H: 3.10574 -2.29396 -1.81392  0.6380
H: 2.30440 -0.78329 -1.37056  -0.9454
H: 1.99517 -1.66564 0.97947  0.1575
H: 2.73648 -3.21127 0.44317  0.6619
H: 0.58947 -5.46726 0.82330  0.5096
H: -0.08515 -6.20287 3.08368  0.4270
H: -1.09924 -4.59490 4.64929  0.4404
H: -1.39715 -2.23404 3.98219  0.5662
H: -0.70055 -1.47837 1.74378  0.3470
H: 5.20588 3.02918 1.74589  0.5032
H: 5.41362 3.67932 4.12518  0.4366
H: 3.72712 2.92197 5.74848  0.4281
H: 1.76824 1.62471 5.00853  0.4937
H: 1.54982 0.97094 2.62617  0.2563
O: -0.81279 0.74550 1.83896  -0.1380
Si: -2.22316 1.46095 1.63307  0.0397
C: -3.47025 1.79642 2.98849  0.6566
C: -4.82532 1.74250 2.66716  -0.1625
C: -5.79321 2.00066 3.61945  -0.8058
C: -5.41945 2.32322 4.91403  -0.5631
C: -4.07556 2.38760 5.24610  -0.6443
C: -3.10942 2.12697 4.28986  -0.6026
C: -1.85197 2.98194 0.49799  0.2884
C: -2.87388 3.64374 -0.17878  -0.2939
C: -2.59614 4.57322 -1.16695  -0.7641
C: -1.28402 4.83508 -1.53035  -0.6406
C: -0.24321 4.20956 -0.85940  -0.6076
C: -0.52387 3.29494 0.15582  -0.5528
C: -3.00858 0.32014 0.22925  1.1390
C: -2.70742 0.52315 -1.13449  -0.1773
C: -3.21584 -0.32217 -2.12074  -0.5913
C: -4.05391 -1.36955 -1.77825  -0.7868
C: -4.36335 -1.58195 -0.44390  -0.7606
C: -3.82594 -0.76652 0.54010  -0.4057
H: -5.12234 1.48872 1.65934  0.3785
H: -6.83828 1.95378 3.35255  0.4362
H: -6.17391 2.52072 5.66062  0.4082
H: -3.78027 2.64495 6.25170  0.4355
H: -2.06501 2.17847 4.55644  0.4327
H: -3.90054 3.43130 0.08006  0.4543
H: -3.40307 5.08640 -1.66517  0.4652
H: -1.07113 5.53992 -2.31962  0.4544
H: 0.78384 4.45192 -1.10226  0.5352
H: 0.29841 2.94564 0.80189  0.8143
H: -2.22035 1.45779 -1.47651  0.0799
H: -3.00039 -0.11521 -3.16022  0.6160
H: -4.48399 -1.98899 -2.54831  0.4760
H: -5.03896 -2.37564 -0.16958  0.4856
H: -4.08514 -0.94389 1.57481  0.5580
C: -0.57385 -2.55544 -5.59524  -1.2601
C: 0.41475 -2.61487 -4.43686  -0.5303
N: 0.40965 -1.40338 -3.62584  0.6540
C: 1.02984 -0.23711 -3.80697  0.5418
S: 0.59860 1.08548 -2.78948  -0.3516
N: 1.97230 0.04451 -4.69866  -0.1003
C: 2.70163 -0.76539 -5.66317  -0.5706
C: 3.82521 -1.55875 -5.00028  -0.8512
H: -0.55377 -3.49613 -6.13646  0.4255
H: -0.33049 -1.75624 -6.28990  0.2758
H: -1.58443 -2.40051 -5.23308  0.3269
H: 1.41598 -2.80720 -4.81324  0.3676
H: 0.14606 -3.43088 -3.76466  0.3194
H: -0.33362 -1.36910 -2.93177  -0.3135
H: 2.31422 0.99266 -4.60457  0.2767
H: 3.13764 -0.06965 -6.38027  0.4951
H: 2.03121 -1.42998 -6.21039  0.0866
H: 4.49883 -0.89724 -4.46185  0.2966
H: 4.39633 -2.08049 -5.76170  0.3989
H: 3.43188 -2.29263 -4.30182  0.1415

relative energy (zero: lowest compared OMol25 entry of this formula, charge and spin)	0.000	eV
total charge	+2
orbital gap (alpha / beta)	8.905 / 9.064	eV
multiplicity	7
LUMO energy (alpha / beta)	-0.165 / -0.159	Eh
HOMO energy (alpha / beta)	-13.38 / -13.38	eV

3.
A single C5H8O molecule. Source: the Open Molecules 2025 dataset; level of theory: wB97M-V/def2-TZVPD.

Each line ends with the Mulliken charge.
CARTESIAN COORDINATES (ANGSTROEM)
O: 1.61880 -0.43934 1.25217  -0.5847
C: 0.55981 -0.21595 0.38029  0.1326
C: -0.91166 -0.33314 0.79897  -0.3322
C: -0.92388 0.18420 -0.65444  -0.5390
C: 0.25718 1.11760 -0.31104  -0.4989
C: 0.10889 -0.90751 -0.98898  -0.5250
H: 1.98628 0.42233 1.49627  0.3345
H: -1.25894 0.33982 1.58749  0.2444
H: -1.25324 -1.36238 0.95688  0.2417
H: -1.79653 0.47082 -1.23612  0.4585
H: 0.93049 1.37518 -1.13757  0.2638
H: 0.04698 1.97986 0.33061  0.2995
H: -0.27814 -1.93362 -0.95796  0.2567
H: 0.67513 -0.73756 -1.91386  0.2481

relative energy (zero: lowest compared OMol25 entry of this formula, charge and spin)	2.386	eV
orbital gap	10.932	eV
multiplicity	1
LUMO energy	0.033	Eh
HOMO energy	-10.02	eV